Density functional theory data (ωB97M-V/def2-TZVPD) for 2 unconnected molecules or ions with the total composition C19H37F3N4O4S.

The geometry in XYZ format:
```
68
C19H37F3N4O4S, DFT ωB97M-V/def2-TZVPD
C -1.671 2.516 4.665
C -0.662 3.473 3.797
C 0.262 2.692 2.691
C -0.721 1.719 1.805
N -0.270 1.467 0.388
N -0.661 2.128 -0.758
C -1.280 3.480 -0.509
C -2.949 3.400 -0.433
C -3.519 4.927 -0.225
C 0.641 0.418 0.208
N 1.297 -0.503 1.207
C 1.411 -1.852 0.466
C 0.918 -3.184 1.273
C 2.132 -4.267 1.612
C 2.183 -4.673 3.232
F 0.850 -5.037 3.765
C 1.028 -1.626 -1.115
C 2.145 -2.536 -1.895
C 1.925 -4.158 -1.808
O 2.523 -4.963 -2.730
C -0.558 -1.696 -1.586
F -1.479 -2.213 -0.544
C -0.831 -2.569 -2.945
C -1.389 -4.086 -2.553
N 1.223 -0.093 -1.127
S 2.795 0.504 -1.573
O 3.965 0.004 -0.660
O 2.860 2.079 -1.486
F 3.233 0.134 -3.221
H -2.398 1.852 4.032
H -1.139 1.835 5.464
H -2.370 3.252 5.292
H -1.218 4.363 3.276
H 0.096 3.954 4.581
H 0.845 3.399 1.959
H 0.979 1.964 3.305
H -1.813 2.180 1.899
H -0.781 0.686 2.401
H 0.228 2.341 -1.304
H -1.071 4.122 -1.495
H -0.811 4.098 0.367
H -3.400 2.960 -1.447
H -3.336 2.724 0.440
H -4.578 4.925 0.299
H -3.592 5.464 -1.264
H -2.788 5.527 0.472
H 0.745 -0.823 2.032
H 2.599 -1.974 0.468
H 0.110 -3.815 0.663
H 0.403 -2.963 2.323
H 1.989 -5.258 0.972
H 3.203 -3.868 1.360
H 2.878 -5.641 3.286
H 2.744 -3.833 3.824
H 2.092 -2.255 -3.054
H 3.261 -2.335 -1.576
H 1.235 -4.723 -1.031
H -0.947 -0.595 -1.836
H 0.042 -2.576 -3.723
H -1.751 -2.044 -3.496
H -1.230 -4.834 -3.439
H -2.568 -4.035 -2.379
H -0.932 -4.500 -1.556
C -0.459 2.981 -4.194
O -1.627 2.703 -3.636
H -0.061 2.253 -4.922
H -0.387 3.914 -4.778
H 0.409 3.093 -3.523
```

The multiplicity is 1. The calculation puts the LUMO energy at -2.49 eV. The largest force on an atom is 9.3 eV Å⁻¹.

Here are the natural (NBO) charges for atoms 1 to 4, given in e: -0.65, -0.42, -0.42, -0.27